Record 1
Entry from the OMol25 dataset: a molecular structure, C23H22BrClN5OOsS2 in a non-equilibrium geometry (ωB97M-V/def2-TZVPD).

Cartesian coordinates (Å):
H (5.591, 1.606, -3.094)
H (-0.233, -0.215, 3.230)
H (-3.832, 3.530, 3.110)
H (-3.152, 4.905, 2.258)
Os (-0.140, 0.528, 0.028)
H (2.526, 1.817, -3.204)
H (3.599, -0.637, -3.722)
H (-0.764, 4.154, 4.737)
C (-2.514, -4.248, 0.762)
Cl (-2.442, 1.712, -1.407)
C (4.481, -0.247, -3.212)
H (-0.542, 3.049, -0.949)
H (3.858, -1.330, -1.385)
N (-3.087, -5.328, 1.256)
C (-1.920, -3.179, 1.515)
C (4.625, 1.252, -3.457)
H (-2.280, -3.970, 3.481)
C (-0.619, -1.044, -2.590)
H (4.570, 1.489, -4.519)
C (-1.334, -2.112, -0.647)
H (-0.274, 1.919, -2.310)
H (-1.147, -2.038, 4.609)
O (1.869, 0.473, -1.115)
C (-1.885, -3.160, -1.393)
H (-2.274, 2.579, 1.059)
H (5.301, -0.303, -1.190)
C (-2.986, 4.218, 3.090)
H (-1.006, -2.008, -4.459)
C (-0.713, -1.059, 2.755)
H (-2.207, -3.927, -3.374)
C (0.537, 2.875, 3.617)
S (-3.563, -6.229, 0.021)
N (-3.066, -5.307, -1.190)
C (-1.233, -2.086, 3.533)
C (-1.852, -3.152, 2.915)
Br (2.191, 1.081, 2.105)
C (-1.356, -2.119, 0.796)
C (0.641, 2.108, 2.483)
C (3.487, 1.921, -2.698)
C (-2.502, -4.237, -0.667)
C (4.346, -0.411, -1.705)
H (1.363, 2.930, 4.313)
C (-1.491, 2.678, 1.801)
H (3.670, 2.968, -2.462)
C (-1.126, -2.060, -3.386)
C (-0.652, 3.560, 3.838)
H (-0.102, -0.203, -3.032)
S (3.317, 0.988, -1.125)
N (-0.350, 1.994, 1.583)
C (-1.697, 3.483, 2.914)
H (5.346, -0.794, -3.584)
N (-0.769, -1.068, 1.424)
C (-1.780, -3.120, -2.791)
C (-0.713, 2.041, -1.322)
N (-0.727, -1.061, -1.258)
H (-2.989, 4.795, 4.011)

charge	+3
multiplicity	5
LUMO energy (spin up / spin down)	-9.468 / -12.012	eV

Record 2
Entry from the OMol25 dataset: a molecular structure, C23H22BrIN4O3PRhSe2 (ωB97M-V/def2-TZVPD).

Cartesian coordinates (Å):
C (2.127, 1.146, -0.995)
Se (1.378, -0.317, 1.693)
H (3.055, 0.599, -1.143)
C (5.561, -2.731, -0.998)
H (-3.855, 1.556, -3.984)
O (-1.391, -0.849, 0.194)
C (5.720, -0.484, -0.169)
H (4.201, 0.132, 1.195)
C (4.418, -2.929, -0.241)
Br (-0.421, 3.946, -1.468)
P (2.418, -2.309, 1.543)
Se (1.167, -2.163, -1.537)
C (-1.997, -0.219, 1.141)
N (-1.178, 1.865, 0.158)
O (-2.813, -0.695, 1.904)
H (3.904, -3.881, -0.285)
H (-3.083, 1.765, -5.548)
H (-2.528, 1.488, 3.193)
N (-1.876, 0.912, -4.107)
C (-1.886, 3.383, 2.350)
H (4.381, -3.173, 6.808)
C (4.584, -0.685, 0.597)
N (-0.337, 0.450, -2.519)
H (-2.139, 3.980, 3.215)
O (1.561, 0.585, -3.848)
C (-3.175, 1.091, -4.698)
C (0.371, 0.689, -3.680)
H (-0.435, 2.098, -5.108)
C (4.019, -2.990, 5.807)
H (-2.332, -0.229, -1.102)
H (-3.557, 0.090, -2.335)
C (-1.382, 3.995, 1.215)
H (7.098, -1.352, -1.561)
C (-0.614, 1.071, -4.781)
H (4.026, -0.589, 3.429)
H (2.227, -4.473, 3.356)
N (-2.620, 0.218, -1.996)
I (2.641, 2.589, 0.541)
C (2.815, -3.720, 3.865)
H (-3.606, 0.148, -5.050)
Rh (0.516, 0.009, -0.516)
C (-1.719, 1.283, 1.236)
H (1.928, 1.769, -1.857)
H (6.212, 0.478, -0.151)
H (3.069, -4.903, 5.631)
C (-1.641, 0.514, -2.844)
H (-1.237, 5.063, 1.151)
C (3.919, -1.910, 0.567)
C (-2.086, 2.009, 2.358)
H (4.844, -1.012, 5.704)
C (-1.059, 3.169, 0.148)
H (-0.505, 0.395, -5.631)
C (4.283, -1.776, 5.185)
H (5.937, -3.529, -1.624)
C (6.212, -1.509, -0.964)
C (3.286, -3.961, 5.148)
C (3.083, -2.512, 3.231)
C (3.821, -1.540, 3.904)

multiplicity	5
LUMO energy (spin up / spin down)	0.301 / -2.137	eV
energy above the lowest of the compared OMol25 structures with the same formula, charge and spin	0.0	kJ/mol

Record 3
Entry from the OMol25 dataset: a molecular structure, C23H22ClN4SY in a non-equilibrium geometry (ωB97M-V/def2-TZVPD).

Cartesian coordinates (Å):
H (6.790, 3.380, 15.818)
C (9.937, 2.546, 18.035)
C (5.969, 3.660, 8.866)
H (10.003, 2.340, 19.091)
C (2.634, 7.861, 14.316)
C (12.369, 2.847, 13.866)
C (9.238, 4.294, 10.744)
C (12.381, 2.625, 15.229)
S (6.119, 5.486, 12.797)
H (8.593, 1.660, 10.916)
H (5.039, 2.534, 12.208)
C (7.045, 4.316, 9.357)
H (5.176, 4.183, 8.295)
C (3.305, 7.069, 16.512)
Y (7.794, 3.403, 12.709)
C (8.077, 3.662, 10.146)
C (9.977, 3.007, 15.202)
H (13.278, 2.914, 13.277)
Cl (4.664, 1.371, 8.129)
C (6.706, 1.624, 9.898)
C (3.590, 5.705, 14.667)
H (7.647, 4.651, 15.274)
H (5.321, 2.133, 13.821)
H (6.627, 0.564, 10.046)
H (9.429, 5.355, 10.671)
H (4.182, 5.113, 16.689)
C (8.792, 3.089, 15.986)
H (13.322, 2.433, 15.751)
N (9.991, 3.191, 13.836)
H (7.718, 2.920, 17.820)
C (2.727, 8.062, 15.667)
C (11.177, 2.743, 15.912)
H (12.037, 2.279, 17.720)
C (7.799, 2.275, 10.479)
N (5.496, 2.827, 13.109)
C (3.034, 6.616, 13.759)
C (5.236, 4.226, 13.493)
H (7.180, 5.336, 9.185)
H (2.429, 9.037, 16.080)
C (3.721, 5.861, 16.034)
H (2.226, 8.604, 13.662)
H (3.568, 3.569, 14.361)
N (7.624, 3.623, 15.280)
C (5.791, 2.261, 9.064)
H (3.059, 6.362, 12.730)
N (4.108, 4.400, 14.145)
H (10.189, 3.773, 10.735)
C (11.178, 3.121, 13.199)
C (8.714, 2.904, 17.346)
C (11.075, 2.510, 17.294)
H (11.112, 3.221, 12.167)
H (3.366, 7.336, 17.580)

charge	+2
LUMO energy	-6.677	eV
energy above the lowest of the compared OMol25 structures with the same formula, charge and spin	18.4	kJ/mol

Record 4
Entry from the OMol25 dataset: a molecular structure, C23H22CoIN5O3S in a non-equilibrium geometry (ωB97M-V/def2-TZVPD).

Cartesian coordinates (Å):
H (-1.689, -0.666, 5.326)
C (0.241, 4.423, 0.573)
O (-0.989, 0.352, -1.919)
C (-1.643, -3.126, -1.356)
H (-1.264, 5.051, -3.750)
C (4.678, -0.109, 0.448)
H (-2.899, 0.845, -3.668)
C (0.273, -0.333, 4.495)
C (4.160, -2.326, 1.159)
H (0.973, 5.232, 0.621)
H (-0.621, 4.688, 1.187)
H (4.439, -3.251, 1.649)
C (-0.172, 4.160, -0.832)
I (2.924, 1.751, -1.073)
C (-1.779, 0.238, 3.401)
C (-2.912, -3.090, -1.938)
H (-2.859, 0.272, 3.358)
H (2.014, 0.172, 3.297)
C (-2.880, -0.895, -2.418)
C (-0.650, 3.183, -2.712)
H (-4.489, 0.083, -3.382)
S (-1.807, 1.361, 0.866)
C (2.890, -2.215, 0.615)
C (0.383, -1.923, -0.676)
H (-0.679, 6.086, -1.488)
H (5.363, 0.725, 0.368)
C (3.410, -0.009, -0.090)
C (-1.084, 0.738, 2.279)
H (-0.139, -4.636, -1.378)
H (0.832, -0.753, 5.318)
H (-1.794, -5.235, -1.204)
H (-0.821, -5.349, 0.816)
H (-0.774, 2.357, -3.391)
H (0.677, 3.519, 0.995)
O (1.041, 1.162, 1.377)
C (-0.900, 4.501, -2.901)
H (2.221, -3.056, 0.719)
O (-0.950, -4.441, 0.528)
N (0.278, 0.692, 2.361)
N (-0.202, 2.985, -1.420)
N (1.180, -0.847, -0.548)
C (-3.532, 0.342, -2.935)
H (-3.684, 1.051, -2.117)
C (5.066, -1.279, 1.089)
N (-3.568, -2.041, -2.453)
H (0.729, -2.884, -0.328)
C (-1.106, -4.443, -0.898)
C (-1.564, -0.778, -1.870)
Co (0.305, 1.104, -0.548)
H (6.054, -1.363, 1.521)
C (0.941, 0.161, 3.413)
C (2.453, -1.039, -0.024)
N (-0.600, 5.108, -1.697)
C (-1.125, -0.283, 4.485)
H (-3.452, -4.033, -1.996)
C (-0.900, -1.938, -1.255)

multiplicity	6
LUMO energy (spin up / spin down)	0.392 / -1.872	eV
energy above the lowest of the compared OMol25 structures with the same formula, charge and spin	0.0	kJ/mol

Record 5
Entry from the OMol25 dataset: C23H22N2O3 in the gas phase (ωB97M-V/def2-TZVPD).

Cartesian coordinates (Å):
H (0.762, 3.969, 0.091)
O (-0.596, -0.293, -1.501)
C (-2.259, -2.678, -1.747)
H (1.706, -1.271, -0.014)
H (-3.906, 2.481, -0.144)
H (7.176, 1.092, -0.710)
H (-4.685, 4.712, -0.140)
C (-2.217, -1.815, -0.657)
C (6.759, -0.980, -0.357)
C (-3.335, -4.331, -0.384)
C (-3.272, -3.491, 0.723)
C (-3.711, 5.191, -0.102)
C (0.558, 0.252, 0.911)
C (4.156, -0.151, 0.169)
H (-2.618, -1.579, 1.431)
O (-0.352, -0.179, 1.588)
H (3.750, -2.236, 0.522)
C (4.488, -1.497, 0.254)
N (-2.249, 0.519, -0.165)
C (5.787, -1.900, -0.011)
H (-3.604, 5.835, -0.974)
H (1.418, 1.681, -0.206)
H (-3.668, 5.823, 0.784)
C (5.137, 0.777, -0.181)
H (-3.772, -5.314, -0.280)
C (-2.881, 2.820, -0.086)
H (4.863, 1.819, -0.240)
H (-2.872, -4.600, -2.454)
H (2.082, -1.024, 1.715)
O (2.913, 0.365, 0.408)
N (0.540, 1.405, 0.215)
C (-1.869, 1.859, -0.060)
C (-1.278, 4.581, -0.035)
C (-2.611, 4.175, -0.068)
H (-3.653, -4.999, 2.196)
C (-0.540, 2.281, 0.059)
H (-3.144, 0.283, 0.240)
H (-1.040, 5.634, -0.045)
C (-3.812, -3.934, 2.049)
C (-1.585, -0.477, -0.819)
H (7.768, -1.304, -0.560)
C (6.426, 0.363, -0.440)
H (-4.886, -3.746, 2.096)
H (-3.337, -3.388, 2.860)
C (1.872, -0.515, 0.767)
C (-2.828, -3.930, -1.608)
C (-2.715, -2.229, 0.573)
H (6.036, -2.949, 0.058)
H (-1.846, -2.352, -2.690)
C (-0.268, 3.648, 0.034)

SMILES string	Cc1cccc(C(=O)Nc2cc(C)ccc2NC(=O)COc2ccccc2)c1
LUMO energy	0.752	eV
energy above the lowest of the compared OMol25 structures with the same formula, charge and spin	104.3	kJ/mol

Record 6
Entry from the OMol25 dataset: 3 unconnected molecules or ions with the total composition C23H23Br2ClF3NO9P in a non-equilibrium geometry (ωB97M-V/def2-TZVPD).

Cartesian coordinates (Å):
C (0.788, -0.360, 0.432)
O (2.353, -4.782, 0.106)
C (1.832, -3.554, -0.100)
C (-3.151, 2.337, -1.318)
C (1.899, -5.233, 1.387)
C (6.712, -4.286, -2.722)
C (2.117, -0.002, 0.550)
O (7.136, -3.639, -1.591)
H (-0.253, -4.859, 1.150)
O (5.427, -3.953, -3.018)
C (-6.654, 0.847, 1.050)
O (-0.740, 2.168, 2.709)
H (-7.057, 0.793, 2.069)
H (1.254, 5.364, -0.765)
Br (1.009, 2.983, -2.651)
O (-4.355, -0.279, -2.839)
O (-1.088, 4.324, 2.074)
H (-1.233, 4.811, -0.397)
H (0.505, -1.159, -0.240)
H (2.886, -0.511, -0.024)
C (-1.137, 3.893, -0.996)
H (-3.310, 1.529, 2.391)
H (0.337, 2.415, -0.314)
C (6.209, -2.600, -1.354)
H (-4.149, -1.048, -2.278)
P (-5.333, 0.628, -1.899)
C (-5.214, 0.270, 1.072)
H (1.708, -6.303, 1.381)
F (0.435, -4.133, 2.883)
N (-4.088, 1.491, -0.845)
H (3.496, 1.342, 1.523)
H (-4.966, 0.146, 2.132)
C (-3.270, 1.763, 1.330)
H (1.809, 2.531, 2.789)
C (0.326, 3.379, -0.824)
Cl (-6.267, 2.027, -3.059)
C (4.937, -3.148, -1.944)
H (-7.316, 0.237, 0.429)
C (-2.207, 2.940, -0.500)
F (6.091, -2.411, -0.012)
C (1.514, 1.724, 2.122)
C (2.461, 1.028, 1.406)
F (-5.152, -1.008, 0.530)
C (0.648, -4.416, 1.578)
H (1.065, 4.615, 0.834)
O (7.376, -5.028, -3.357)
H (-1.264, 4.196, -2.034)
H (4.272, -2.370, -2.309)
C (0.182, 1.390, 1.984)
C (1.272, 4.409, -0.226)
O (0.957, -3.210, 0.890)
C (-1.308, 3.151, 1.916)
C (-0.155, 0.346, 1.156)
O (2.095, -2.861, -1.029)
C (-2.280, 2.619, 0.861)
H (-6.671, 1.910, 0.784)
H (2.656, -5.013, 2.141)
H (6.565, -1.679, -1.820)
H (2.305, 4.045, -0.281)
H (4.391, -3.776, -1.241)
Br (-3.040, 2.721, -3.175)
C (-4.170, 1.204, 0.474)
H (-1.195, 0.043, 1.031)

charge	+1
LUMO energy	-4.943	eV

Record 7
Entry from the OMol25 dataset: C23H23BrN4O3 in the gas phase (ωB97M-V/def2-TZVPD).

Cartesian coordinates (Å):
C (-6.228, -1.876, -0.376)
H (-6.981, -2.447, 0.145)
C (3.982, -0.803, 0.838)
C (2.907, -1.050, -1.699)
C (-1.191, 2.941, 2.176)
H (-7.422, -1.697, -2.132)
H (0.203, 1.523, 0.170)
H (-1.858, -1.591, -1.220)
C (2.619, -0.953, 0.680)
H (-3.593, 0.202, -2.279)
H (-5.844, -3.622, 1.838)
H (-5.740, -0.382, -3.374)
H (4.410, -0.722, 1.826)
C (-6.477, -1.450, -1.670)
H (-1.270, 3.494, 3.112)
N (-1.384, 3.295, -0.266)
C (0.129, 2.158, 2.175)
N (-2.115, 2.017, -1.910)
H (0.984, 2.833, 2.072)
H (-3.370, 2.517, -0.291)
C (-0.825, 2.362, -2.162)
H (-5.088, -2.816, 3.235)
C (-4.067, -0.824, -0.472)
H (0.363, -1.657, -1.777)
H (-2.007, 2.219, 2.126)
C (-2.418, 2.591, -0.775)
C (4.799, -0.766, -0.279)
C (2.052, -1.064, -0.592)
H (2.492, -1.151, -2.692)
C (-5.020, -1.567, 0.241)
C (-0.198, -0.111, 1.303)
C (-0.352, 3.152, -1.154)
C (-1.323, 3.941, 1.020)
O (-0.297, -0.659, 2.377)
C (-4.327, -0.405, -1.767)
H (4.918, -0.878, -2.416)
O (-2.703, 0.341, 1.112)
O (-4.658, -1.955, 1.488)
C (-2.785, -0.438, 0.190)
C (-5.535, -0.716, -2.369)
H (0.596, 3.632, -1.011)
C (0.627, -1.211, -0.824)
N (0.178, 1.175, 1.118)
H (-0.471, 4.627, 1.014)
H (-0.324, 2.025, -3.047)
Br (6.680, -0.549, -0.064)
N (-1.697, -1.024, -0.398)
H (1.995, -1.012, 1.556)
H (-6.498, -2.071, 2.441)
H (0.217, 1.607, 3.114)
C (4.270, -0.895, -1.553)
C (-0.377, -0.824, -0.021)
H (-2.238, 4.525, 1.159)
C (-5.586, -2.654, 2.281)

SMILES string	COc1ccccc1C(=O)N/C(=C/c1ccc(Br)cc1)C(=O)NCCCn1ccnc1
LUMO energy	0.543	eV
energy above the lowest of the compared OMol25 structures with the same formula, charge and spin	24.3	kJ/mol

Record 8
Entry from the OMol25 dataset: a molecular structure, C23H23Cl3GeLiN8OS (ωB97M-V/def2-TZVPD).

Cartesian coordinates (Å):
C (2.949, 1.130, 1.103)
H (2.562, 4.625, 2.893)
C (-3.886, -3.598, -0.091)
C (-3.374, -1.555, -1.830)
N (-1.408, 0.649, -1.647)
N (4.232, 0.619, 1.297)
H (-5.365, -1.880, -2.598)
N (-4.781, 3.335, -0.046)
H (-2.780, 1.194, -4.664)
C (1.193, -3.307, 0.305)
H (-4.038, -4.388, 0.630)
C (-0.566, 1.690, -1.628)
H (1.265, -1.858, -3.686)
H (4.375, -0.353, 1.094)
Cl (-1.332, -3.342, 5.835)
H (2.860, 5.116, 1.230)
H (0.270, -0.866, -2.578)
H (-1.172, 3.078, -4.638)
H (0.314, -3.955, 0.389)
H (1.424, -2.965, 1.311)
S (1.763, 0.064, 0.495)
C (-4.864, -3.240, -1.012)
C (3.314, 4.627, 2.099)
C (-1.244, 2.410, -3.789)
H (-1.907, -3.138, 0.592)
N (-5.298, 1.862, 4.024)
C (0.816, -2.163, -0.571)
H (7.427, 1.619, 1.723)
H (0.255, 3.414, -2.604)
Ge (-0.655, -2.874, 3.659)
Cl (1.559, -3.494, 4.026)
C (-2.135, 1.358, -3.809)
N (-3.121, -0.538, -2.745)
N (-2.197, 0.027, 1.263)
N (2.695, 2.386, 1.368)
N (-2.428, -1.913, -0.973)
H (2.019, -0.584, -2.684)
C (-2.196, 0.498, -2.705)
C (3.711, 3.221, 1.763)
H (6.912, 0.501, 0.447)
C (5.040, 2.786, 1.783)
C (-4.435, 2.601, 0.781)
H (2.032, -3.889, -0.092)
Cl (-1.358, -4.933, 2.723)
C (-4.612, -2.204, -1.889)
C (-3.012, 0.798, 1.547)
C (1.234, -1.342, -2.726)
Li (-0.870, -0.726, -0.025)
H (-3.818, -0.436, -3.459)
C (-4.034, 1.715, 1.798)
H (0.050, 1.765, -0.736)
C (-0.445, 2.593, -2.665)
H (6.781, 0.022, 2.147)
C (-4.708, 1.775, 3.033)
O (1.467, -2.306, -1.710)
C (6.683, 0.869, 1.456)
H (-5.815, -3.757, -1.039)
H (4.177, 5.210, 2.426)
H (5.852, 3.477, 1.983)
C (5.319, 1.467, 1.527)
C (-2.697, -2.898, -0.113)

charge	-2
multiplicity	2
LUMO energy (spin up / spin down)	3.702 / 3.701	eV